Entry 1:
ORCA calculation (ωB97M-V/def2-TZVPD) on one molecule with the formula C22H24N4O5S at a distorted geometry.

Its SMILES is COCCN(CCOC)S(=O)(=O)c1ccc(/C(O)=C(\C#N)c2nc3ccccc3[nH]2)cc1. The HOMO energy is -8.34 eV. The calculation puts the LUMO energy at -0.5661 eV. As for the multiplicity: 1. The value obtained for the HOMO-LUMO gap is 7.8 eV.

Positions of all 56 atoms, in Å:
S1 0.7887 -3.1081 2.3343
O1 -0.4463 -3.6972 2.7638
O2 0.7188 1.7224 -2.2363
O3 1.8363 -3.9773 1.8749
O4 2.2423 0.5235 2.5139
O5 2.6912 -3.5836 5.9081
N1 1.3233 -2.1030 3.5703
N2 -0.7300 3.1132 -3.8256
N3 -2.9211 2.7333 -3.9650
N4 -3.8185 0.1929 -1.9066
C1 -2.6507 3.7400 -4.8576
C2 0.8333 -2.4391 4.8886
C3 1.3787 -3.7659 5.4224
C4 -0.3647 1.0785 -1.8374
C5 3.2971 -4.7885 6.3037
C6 -0.1275 0.0404 -0.8266
C7 -0.6453 4.9409 -5.5381
C8 1.4065 -1.5502 0.1379
C9 -1.0942 -0.3297 0.1100
C10 -3.4475 4.4661 -5.7262
C11 0.4380 -1.9026 1.0576
C12 2.7135 -1.7052 3.4586
C13 -1.6019 1.3637 -2.3694
C14 -1.7371 2.3951 -3.3747
C15 0.9591 0.9912 2.8505
C16 2.8967 -0.1836 3.5455
C17 1.1274 -0.5737 -0.7978
C18 -2.7880 0.6791 -2.0600
C19 -2.8205 5.4274 -6.4940
C20 -1.2577 3.9683 -4.7561
C21 -0.8064 -1.3011 1.0501
C22 -1.4462 5.6588 -6.4006
H1 2.5648 0.1802 4.5255
H2 1.0974 -1.6331 5.5767
H3 -0.2513 -2.5175 4.8075
H4 -1.0039 6.4224 -7.0227
H5 -4.5092 4.2866 -5.7983
H6 2.3608 -2.0509 0.1548
H7 1.3667 -4.5044 4.6083
H8 0.5764 1.4923 1.9632
H9 3.3759 -5.4854 5.4612
H10 -2.0581 0.1532 0.1201
H11 0.4155 5.1182 -5.4640
H12 -3.4055 6.0160 -7.1843
H13 -3.8142 2.3085 -3.7762
H14 1.8716 -0.2770 -1.5197
H15 1.0113 1.7097 3.6787
H16 0.4634 2.4028 -2.9326
H17 2.7295 -5.2705 7.1090
H18 3.3105 -2.1797 4.2426
H19 0.7306 -4.1331 6.2334
H20 3.0701 -2.0535 2.4893
H21 3.9642 0.0331 3.4357
H22 -1.5372 -1.6117 1.7795
H23 4.2923 -4.5335 6.6625
H24 0.2865 0.1742 3.1270


Entry 2:
ORCA calculation (ωB97M-V/def2-TZVPD) on C29H20ClN4O5RhS3 as an isolated structure.

The HOMO energy (spin up / spin down) is -8.53 / -9.74 eV. The calculation puts the LUMO energy (spin up / spin down) at -0.7953 / -3.1004 eV. As for the multiplicity: 5. The value obtained for the HOMO-LUMO gap (spin up / spin down) is 7.7 / 6.6 eV.

Positions of all 63 atoms, in Å:
Rh1 0.5531 0.2363 0.0048
Cl1 -0.4349 1.5946 5.6796
S1 2.9386 0.2461 -0.4436
S2 0.3484 0.0070 -2.4933
S3 -2.5686 1.2595 0.0834
O1 -0.8593 -1.4167 0.2839
O2 -1.1228 1.7138 -0.1191
O3 -2.3652 -2.2498 1.6984
O4 -2.8097 -0.2411 5.6539
O5 -3.3023 -1.6714 4.0380
N1 0.2071 0.0953 2.2310
N2 5.4156 0.3097 -3.1293
N3 0.4635 0.8847 3.2852
N4 2.3783 -0.0156 -5.5491
C1 -7.0968 -0.9448 -1.1920
C2 -2.0395 4.6134 -3.0845
C3 1.8691 2.5260 2.1959
C4 3.7217 2.3444 4.2602
C5 -6.1851 -1.3557 -0.2296
C6 -2.5599 -0.7241 4.5795
C7 -4.3537 4.1663 -3.5399
C8 3.9564 3.1870 3.1802
C9 -4.8617 -0.9477 -0.3033
C10 1.9408 0.0777 -3.0009
C11 -3.1325 4.6903 -3.9368
C12 3.0353 3.2706 2.1448
C13 -0.8834 -0.5944 2.5137
C14 -0.4637 0.6945 4.2475
C15 -2.1617 4.0088 -1.8428
C16 -3.5335 2.7772 -0.1213
C17 -1.4150 -1.5137 1.4294
C18 -1.3689 -0.2607 3.7982
C19 -4.4448 -0.1112 -1.3369
C20 3.0358 0.1806 -2.1301
C21 2.5662 1.5798 4.3097
C22 4.3563 0.2449 -2.6872
C23 -4.4753 3.5530 -2.3014
C24 -5.3598 0.2885 -2.3056
C25 2.1882 0.0303 -4.4167
C26 -3.0143 0.3461 -1.4096
C27 -6.6805 -0.1303 -2.2354
C28 1.6488 1.6898 3.2783
C29 -3.3808 3.4622 -1.4467
H1 -2.9594 -1.9578 3.1420
H2 -2.3168 -0.4940 -1.4012
H3 -6.4992 -2.0061 0.5761
H4 -4.5663 2.4784 0.0685
H5 4.4485 2.2712 5.0577
H6 -5.0323 0.9198 -3.1226
H7 -5.2137 4.2349 -4.1935
H8 1.1370 2.5714 1.4001
H9 -8.1278 -1.2687 -1.1357
H10 -5.4296 3.1429 -1.9935
H11 -4.1462 -1.3045 0.4294
H12 4.8648 3.7730 3.1406
H13 -3.1946 3.3912 0.7151
H14 -2.8080 0.9935 -2.2634
H15 -7.3835 0.1770 -2.9990
H16 -1.3087 3.9516 -1.1803
H17 -1.0870 5.0295 -3.3857
H18 2.3775 0.8975 5.1268
H19 -3.0335 5.1640 -4.9046
H20 3.2274 3.9174 1.2995


Entry 3:
ORCA calculation (ωB97M-V/def2-TZVPD) on one molecule with the formula C7H12N2 at a distorted geometry.

Its SMILES is C1[C@@H]2[C@H]1N1CCN2CC1. The HOMO energy is -7.51 eV. The calculation puts the LUMO energy at 1.0605 eV. As for the multiplicity: 1. The value obtained for the HOMO-LUMO gap is 8.6 eV.

Positions of all 21 atoms, in Å:
N1 0.2222 -0.7634 -1.0108
N2 -0.0260 0.4750 1.1997
C1 -1.2323 -0.9077 -0.5331
C2 -0.4129 1.8062 -0.9243
C3 1.0083 -0.6183 1.2196
C4 -1.3287 -0.1057 0.8758
C5 0.5345 1.3645 0.1425
C6 0.6279 0.6991 -1.0807
C7 0.9515 -1.4004 -0.1068
H1 -1.7656 -0.2361 -1.3392
H2 -0.3984 2.9421 -1.3810
H3 0.7894 -1.2392 2.1227
H4 1.5613 1.9835 0.2305
H5 0.5520 -2.2737 0.2553
H6 -1.5643 -1.9844 -0.5566
H7 -1.4588 1.5480 -0.6840
H8 1.9887 -0.2195 1.2502
H9 -2.0260 0.5502 0.7911
H10 2.0606 -1.4186 -0.1790
H11 1.3538 0.8456 -1.7737
H12 -1.4375 -1.0472 1.4819


Entry 4:
ORCA calculation (ωB97M-V/def2-TZVPD) on C4H8N2O as an isolated structure at a distorted geometry.

The HOMO energy (spin up / spin down) is -8.94 / -9.01 eV. The calculation puts the LUMO energy (spin up / spin down) at -0.2172 / -0.7807 eV. As for the multiplicity: 1. The value obtained for the HOMO-LUMO gap (spin up / spin down) is 8.7 / 8.2 eV.

Positions of all 15 atoms, in Å:
O1 0.0719 0.5161 -1.4364
N1 0.7519 -1.8045 -1.2690
N2 1.2821 -1.2595 0.8203
C1 -0.0580 -0.8095 -1.0532
C2 -0.3268 1.8417 0.5931
C3 -0.9090 0.8658 -0.4041
C4 -0.9772 -0.5892 -0.0364
H1 -0.0848 2.7863 0.0963
H2 1.9881 -1.4856 1.5533
H3 0.6685 -2.0746 0.8617
H4 -1.8232 1.2522 -0.8727
H5 1.5366 -1.4909 -1.8431
H6 0.5766 1.4103 1.0308
H7 -1.6209 -1.1988 0.5800
H8 -1.0526 2.0450 1.3878